# C6H16NS

A cluster of 2 separate species, C6H16NS in total (ωB97M-V/def2-TZVPD, OMol25).

Energy, Ha: -690.87505
Gap between HOMO and LUMO, eV: 8.819
E_LUMO, eV: -4.44
Charge: +1

Each line ends with the Mulliken charge.
Geometry (Å):
1 C 1.49581 0.77493 -0.79885  -1.68
2 C 1.14670 -1.73510 -0.62751  -1.52
3 C -0.80441 0.97059 1.69407  -0.93
4 C -0.87339 -1.43285 1.90386  -0.95
5 C -1.27409 1.31275 -2.15078  -0.87
6 C 0.57716 -0.37995 -0.82723  1.32
7 N -0.09212 -0.27841 1.51094  -0.18
8 S -0.94838 -0.36777 -1.54738  0.15
9 H 2.33241 0.57882 -0.13235  0.37
10 H 1.91004 0.92593 -1.80046  0.43
11 H 1.01212 1.70081 -0.49920  0.43
12 H 1.73630 -2.00091 -1.50909  0.40
13 H 0.37008 -2.48791 -0.51816  0.43
14 H 1.81754 -1.76748 0.22675  0.35
15 H -0.15920 1.81145 1.44697  0.30
16 H -1.67905 0.97631 1.04265  0.32
17 H -1.15345 1.10285 2.72404  0.36
18 H -1.27500 -1.32086 2.91665  0.34
19 H -1.71501 -1.54585 1.21835  0.34
20 H -0.26018 -2.32916 1.87469  0.32
21 H -1.68943 1.19169 -3.14930  0.40
22 H -0.37082 1.90724 -2.20021  0.31
23 H -2.01761 1.78580 -1.51201  0.30
24 H 0.79296 -0.25548 2.01009  0.28